[1]
95
Properties=species:S:1:pos:R:3:lowdin_charge:R:1 method="wB97M-V/def2-TZVPD" e_homo_ev=-8.97 gap_ev=9.44 multiplicity=1 charge=0
C 3.990 -2.976 3.184 -0.057
C 2.823 -3.561 2.397 -0.289
O 1.976 -2.541 1.916 -0.145
C 0.825 -3.122 1.316 -0.182
C -0.117 -2.062 0.805 -0.155
O 0.082 -1.664 -0.539 -0.095
C 1.275 -0.901 -0.741 -0.194
C 2.304 -1.822 -1.432 -0.246
C 1.599 -2.706 -2.484 -0.053
C 1.257 -4.079 -1.976 -0.246
C -0.059 -4.428 -1.874 -0.054
C -0.454 -5.628 -1.384 -0.039
C 0.492 -6.537 -0.957 -0.297
C 0.051 -7.849 -0.373 -0.043
C 1.793 -6.203 -1.080 -0.064
C 2.182 -4.997 -1.572 -0.050
O 3.374 -1.173 -2.141 -0.281
S 4.242 -0.051 -1.355 0.994
O 4.153 -0.315 0.058 -0.372
O 3.353 1.292 -1.666 -0.381
C 2.147 1.466 -0.950 -0.312
C 1.711 2.989 -1.124 -0.586
Br 3.155 3.996 -2.048 0.801
C 1.532 3.669 0.246 -0.736
C 2.804 3.677 1.098 -0.152
Br 1.061 5.576 -0.084 0.665
C 1.015 0.463 -1.409 -0.351
O 1.115 0.376 -2.830 0.039
C -0.408 0.938 -1.116 -0.070
C -0.769 1.201 0.362 -0.042
C -1.851 2.250 0.507 -0.424
F -1.492 3.411 -0.087 0.099
F -1.976 2.535 1.829 0.123
C -3.221 1.825 -0.132 -0.344
F -3.265 0.501 -0.357 0.155
F -3.345 2.465 -1.307 0.165
C -4.457 2.162 0.734 -0.338
F -4.404 3.421 1.182 0.179
F -4.402 1.359 1.821 0.143
C -5.828 1.987 -0.008 -0.335
F -5.757 1.223 -1.109 0.173
F -6.201 3.212 -0.417 0.165
C -6.989 1.464 0.895 -0.336
F -8.128 1.860 0.294 0.161
F -6.993 2.045 2.105 0.174
C -7.077 -0.098 0.993 -0.343
F -5.874 -0.684 0.918 0.167
F -7.751 -0.506 -0.107 0.157
C -7.901 -0.613 2.197 -0.340
F -8.237 -1.891 1.972 0.166
F -9.047 0.076 2.269 0.172
C -7.172 -0.546 3.600 -0.522
F -5.930 -0.065 3.516 0.174
F -7.875 0.254 4.413 0.172
F -7.139 -1.750 4.161 0.186
H 4.454 -3.801 3.719 0.074
H 4.704 -2.553 2.482 0.073
H 3.596 -2.231 3.870 0.079
H 3.209 -4.141 1.547 0.118
H 2.278 -4.258 3.048 0.118
H 0.292 -3.685 2.096 0.133
H 1.130 -3.856 0.566 0.109
H -1.134 -2.443 0.873 0.136
H -0.062 -1.224 1.508 0.124
H 1.657 -0.694 0.261 0.139
H 2.741 -2.475 -0.676 0.137
H 0.730 -2.215 -2.910 0.122
H 2.314 -2.828 -3.301 0.136
H -0.818 -3.723 -2.186 0.123
H -1.500 -5.888 -1.304 0.119
H -0.529 -7.622 0.524 0.082
H 0.897 -8.437 -0.029 0.073
H -0.600 -8.412 -1.037 0.081
H 2.540 -6.910 -0.745 0.117
H 3.231 -4.735 -1.649 0.129
H 2.284 1.352 0.126 0.125
H 0.865 3.109 -1.787 0.067
H 0.678 3.309 0.798 0.045
H 3.490 2.873 0.838 0.075
H 2.511 3.574 2.143 0.084
H 3.352 4.609 1.026 0.050
H 0.906 1.243 -3.193 0.111
H -1.076 0.156 -1.465 0.129
H -0.679 1.813 -1.704 0.120
H 0.079 1.433 0.999 0.131
H -1.216 0.304 0.783 0.113
O 5.518 6.026 -1.453 -0.017
C 5.832 7.183 -1.652 -0.597
N 6.257 7.988 -0.639 0.152
C 5.776 7.816 -3.022 -0.005
H 6.522 8.945 -0.771 0.092
H 6.303 7.592 0.284 0.106
H 4.754 7.765 -3.391 0.086
H 6.428 7.260 -3.694 0.086
H 6.093 8.858 -3.008 0.069

***

[2]
78
Properties=species:S:1:pos:R:3:lowdin_charge:R:1 method="wB97M-V/def2-TZVPD" e_homo_ev="-7.39 / -7.69" gap_ev="7.95 / 8.15" multiplicity=5 charge=0
Fe -0.113 -0.891 0.167 0.300
C 2.461 -1.477 -5.057 -0.181
Si 0.621 -1.771 -5.149 0.492
C 0.272 -2.924 -6.583 -0.190
C -0.314 -0.179 -5.426 -0.184
C -0.003 -2.615 -3.582 -0.242
C -0.583 -3.878 -3.619 -0.076
C -1.081 -4.486 -2.471 -0.058
C -1.015 -3.786 -1.286 -0.121
N -0.469 -2.573 -1.212 -0.048
C 0.061 -2.005 -2.314 -0.719
S 0.802 -0.442 -1.994 0.564
H 2.805 -0.970 -5.962 0.032
H 2.998 -2.425 -4.978 0.034
H 2.723 -0.862 -4.196 0.002
H 0.552 -2.433 -7.518 0.032
H -0.785 -3.190 -6.657 0.032
H 0.852 -3.847 -6.510 0.034
H 0.009 0.295 -6.356 0.032
H -0.149 0.524 -4.609 0.003
H -1.388 -0.368 -5.503 0.033
H -0.655 -4.404 -4.564 0.094
H -1.523 -5.472 -2.499 0.101
H -1.419 -4.181 -0.362 0.109
C -2.668 4.701 2.946 -0.422
Se -2.118 3.777 1.327 0.872
C -2.867 2.028 1.803 -0.573
C -3.422 1.285 0.602 -0.543
Se -2.042 1.084 -0.766 0.886
C -2.935 -0.229 -1.883 -0.362
H -2.258 4.201 3.819 -0.006
H -3.754 4.736 3.000 0.020
H -2.276 5.713 2.888 0.016
H -3.666 2.221 2.520 0.074
H -2.099 1.437 2.298 0.027
H -4.263 1.825 0.166 0.066
H -3.738 0.283 0.892 0.061
H -3.866 0.186 -2.260 0.030
H -3.111 -1.139 -1.317 0.015
H -2.262 -0.428 -2.715 0.002
Cl 2.440 -2.147 0.606 0.752
C 2.571 -2.230 2.335 -0.625
C 3.286 -3.275 2.894 -0.097
C 3.435 -3.334 4.270 -0.072
C 2.877 -2.348 5.068 -0.069
C 2.161 -1.310 4.492 -0.083
C 1.985 -1.233 3.111 -0.358
P 1.049 0.115 2.277 1.079
C 0.290 0.997 3.683 -0.363
C -0.550 0.313 4.564 -0.119
C -1.146 0.979 5.621 -0.069
C -0.916 2.337 5.811 -0.084
C -0.094 3.024 4.933 -0.094
C 0.502 2.361 3.868 -0.085
C 2.407 1.223 1.760 -0.375
C 2.342 1.833 0.513 -0.096
C 3.356 2.691 0.105 -0.066
C 4.437 2.933 0.937 -0.078
C 4.510 2.320 2.184 -0.073
C 3.498 1.469 2.594 -0.083
H 3.719 -4.027 2.250 0.107
H 3.990 -4.150 4.713 0.108
H 2.997 -2.384 6.143 0.107
H 1.730 -0.547 5.125 0.102
H -0.735 -0.744 4.426 0.107
H -1.791 0.436 6.300 0.108
H -1.378 2.855 6.642 0.105
H 0.089 4.082 5.072 0.109
H 1.136 2.911 3.185 0.104
H 1.513 1.623 -0.150 0.057
H 3.300 3.160 -0.868 0.109
H 5.229 3.596 0.614 0.104
H 5.355 2.506 2.834 0.104
H 3.549 0.993 3.566 0.108
F -2.774 -2.284 0.769 -0.002
C -1.637 -1.788 1.361 -0.578
F -1.040 -2.901 1.944 -0.020
F -2.154 -1.094 2.437 -0.019

***

[3]
76
Properties=species:S:1:pos:R:3:lowdin_charge:R:1 method="wB97M-V/def2-TZVPD" e_homo_ev="-4.18 / -4.23" gap_ev="6.89 / 6.93" multiplicity=1 charge=-1
Fe -0.486 -0.216 -0.327 0.354
C -0.971 0.675 1.486 -0.079
C 0.159 1.373 0.992 -0.158
C -0.286 2.011 -0.243 -0.128
C -1.617 1.593 -0.468 -0.066
C -2.064 0.796 0.617 -0.258
C -3.474 0.340 0.916 -0.542
C -3.485 -1.043 1.566 -0.027
C -4.074 1.349 1.909 -0.049
C -4.338 0.343 -0.342 -0.046
C 0.366 3.030 -1.191 -0.516
C -0.656 3.528 -2.222 -0.077
C 0.816 4.270 -0.412 -0.049
C 1.526 2.460 -2.010 -0.055
C 1.408 1.516 1.868 -0.519
C 1.232 2.703 2.824 -0.043
C 1.581 0.256 2.729 -0.052
C 2.705 1.679 1.083 -0.037
H -0.955 0.106 2.402 0.123
H -2.215 1.853 -1.324 0.109
H -2.993 -1.018 2.542 0.086
H -2.960 -1.782 0.960 0.074
H -4.515 -1.380 1.719 0.083
H -3.474 1.397 2.821 0.082
H -5.096 1.065 2.181 0.079
H -4.099 2.350 1.471 0.085
H -3.894 -0.264 -1.130 0.067
H -4.455 1.361 -0.724 0.082
H -5.337 -0.041 -0.111 0.082
H -1.544 3.954 -1.748 0.084
H -0.963 2.722 -2.894 0.091
H -0.189 4.308 -2.830 0.080
H -0.029 4.737 0.102 0.092
H 1.242 5.001 -1.108 0.084
H 1.577 4.040 0.328 0.044
H 1.214 1.554 -2.532 0.046
H 2.392 2.198 -1.408 0.059
H 1.843 3.204 -2.751 0.088
H 0.343 2.556 3.445 0.085
H 1.115 3.650 2.298 0.063
H 2.102 2.785 3.485 0.082
H 0.806 0.174 3.495 0.078
H 2.545 0.303 3.246 0.084
H 1.554 -0.645 2.112 0.070
H 2.754 2.626 0.551 0.057
H 2.818 0.875 0.357 0.071
H 3.556 1.648 1.772 0.090
C -3.082 -3.031 -2.231 -0.010
C -1.944 -2.531 -1.366 -0.374
O -1.701 -1.315 -1.456 -0.083
C -1.238 -3.460 -0.518 -0.111
C -1.459 -4.843 -0.681 -0.060
C -0.785 -5.787 0.046 -0.119
C 0.165 -5.352 0.994 -0.098
C 0.396 -4.025 1.203 -0.013
C -0.297 -3.008 0.470 -0.350
O -0.078 -1.791 0.758 -0.124
H -3.620 -2.173 -2.629 0.077
H -3.763 -3.671 -1.668 0.083
H -2.687 -3.614 -3.067 0.091
H -2.181 -5.173 -1.418 0.096
H -0.969 -6.842 -0.111 0.085
H 0.730 -6.088 1.559 0.096
H 1.141 -3.684 1.912 0.110
F 6.879 -0.542 -1.002 0.095
C 5.556 -0.659 -1.211 -0.152
C 4.975 -0.132 -2.346 -0.151
F 5.746 0.495 -3.252 0.095
C 3.613 -0.259 -2.554 -0.251
F 3.136 0.241 -3.705 0.067
C 2.759 -0.911 -1.656 -0.522
S 1.060 -1.122 -1.951 0.785
C 3.399 -1.447 -0.528 -0.250
F 2.692 -2.101 0.399 0.087
C 4.757 -1.326 -0.301 -0.155
F 5.314 -1.851 0.804 0.098

***

[4]
79
Properties=species:S:1:pos:R:3:lowdin_charge:R:1 method="wB97M-V/def2-TZVPD" e_homo_ev=-12.13 gap_ev=7.02 multiplicity=1 charge=+2
Fe -0.930 -0.419 -0.296 0.117
C -3.323 -2.141 -0.105 -0.068
N -1.926 -2.229 -0.570 -0.197
C -1.152 -3.304 0.069 -0.071
C -0.193 -2.778 1.129 -0.248
C 0.542 -3.647 1.922 -0.012
C 1.375 -3.122 2.898 -0.027
C 1.433 -1.744 3.064 -0.021
C 0.665 -0.942 2.240 -0.098
N -0.121 -1.448 1.281 0.021
C -1.834 -2.148 -2.043 -0.125
C -2.406 -0.828 -2.523 -0.257
C -3.131 -0.717 -3.691 0.004
C -3.622 0.534 -4.049 -0.018
C -3.387 1.615 -3.220 -0.013
C -2.649 1.427 -2.061 -0.087
N -2.170 0.235 -1.720 0.017
C -3.432 -1.174 1.042 -0.226
C -4.417 -1.277 2.007 0.008
C -4.490 -0.304 2.992 -0.019
C -3.572 0.733 2.974 -0.013
C -2.606 0.755 1.983 -0.085
N -2.532 -0.185 1.034 0.051
H -3.942 -1.781 -0.928 0.142
H -3.706 -3.124 0.177 0.139
H -1.835 -3.994 0.571 0.140
H -0.620 -3.893 -0.682 0.133
H 0.438 -4.717 1.791 0.130
H 1.956 -3.779 3.532 0.124
H 2.047 -1.297 3.833 0.122
H 0.651 0.137 2.332 0.101
H -0.782 -2.216 -2.320 0.086
H -2.348 -2.977 -2.548 0.143
H -3.320 -1.587 -4.307 0.126
H -4.192 0.656 -4.961 0.125
H -3.767 2.598 -3.460 0.123
H -2.418 2.235 -1.379 0.092
H -5.120 -2.099 1.979 0.127
H -5.251 -0.356 3.759 0.125
H -3.595 1.518 3.716 0.123
H -1.863 1.539 1.931 0.069
C 3.639 -1.906 -3.218 -0.099
N 3.580 -2.315 -1.732 -0.062
C 4.415 -1.299 -0.932 -0.098
N 3.956 0.015 -1.177 -0.136
C 4.024 0.341 -2.599 -0.131
N 3.197 -0.573 -3.388 -0.141
C 1.764 -0.395 -3.157 -0.263
P 1.283 -0.720 -1.392 1.032
C 2.167 -2.360 -1.240 -0.226
C 2.635 0.300 -0.615 -0.320
H 3.025 -2.617 -3.771 0.148
H 4.682 -2.009 -3.516 0.151
H 3.999 -3.241 -1.630 0.186
H 5.447 -1.427 -1.260 0.151
H 4.322 -1.568 0.121 0.148
H 5.057 0.263 -2.938 0.146
H 3.682 1.363 -2.750 0.147
H 1.207 -1.051 -3.832 0.102
H 1.481 0.630 -3.404 0.112
H 1.644 -3.126 -1.818 0.103
H 2.175 -2.671 -0.194 0.091
H 2.631 0.138 0.463 0.084
H 2.383 1.344 -0.782 0.054
O 1.996 6.816 4.130 0.131
C 0.751 6.341 3.924 -0.481
O -0.189 6.832 4.476 0.143
C 0.613 5.184 2.979 -0.134
C -0.602 5.038 2.316 0.003
C -0.804 3.986 1.445 -0.108
C 0.201 3.037 1.231 -0.621
S -0.064 1.728 0.075 0.676
C 1.403 3.165 1.923 -0.110
C 1.611 4.238 2.779 -0.024
H 2.633 6.395 3.542 0.101
H -1.383 5.763 2.504 0.130
H -1.743 3.890 0.917 0.101
H 2.180 2.421 1.803 0.090
H 2.548 4.298 3.321 0.120